C53H51BrN12OPb | ωB97M-V/def2-TZVPD

Geometry as XYZ:
```
119
Properties=species:S:1:pos:R:3:lowdin_charge:R:1
Pb 0.1635 0.9428 -0.9925 1.237
O -1.7579 -2.3802 1.2324 -0.066
C -1.7057 -3.3624 0.1599 -0.204
C -3.0788 -3.8397 -0.2106 -0.222
C -4.9207 -1.8080 0.2416 -0.044
C -4.3239 -1.1203 1.4295 -0.261
C -4.3098 -1.8106 2.6715 -0.028
C -4.0771 -1.1247 3.8229 -0.087
C -4.0502 0.2585 3.7679 -0.072
C -3.8318 0.8539 2.5038 -0.153
N -3.9989 0.1959 1.3694 0.100
H -1.1288 -1.6890 1.0278 0.051
H -1.0977 -4.2467 0.5043 0.133
H -1.1165 -2.9596 -0.6757 0.091
H -2.9756 -5.8600 0.6258 0.149
H -2.9164 -4.4514 -1.1056 0.148
H -5.8036 -2.3666 0.6708 0.135
H -5.2898 -0.9801 -0.3590 0.117
H -4.4551 -2.8975 2.5614 0.109
H -3.9052 -1.6561 4.7745 0.119
H -4.0202 0.9222 4.6806 0.115
H -3.6834 1.9091 2.3902 0.085
C -3.3713 3.3730 -0.5528 -0.047
C -2.6289 3.9954 -1.6690 -0.262
C -3.2924 4.5170 -2.7923 -0.040
C -2.6444 5.5042 -3.5380 -0.067
C -1.2648 5.7266 -3.3489 -0.044
C -0.5303 4.9946 -2.4084 -0.201
C 0.9489 5.2658 -2.2785 -0.034
C -1.2535 4.1238 -1.4997 -0.253
N -0.5418 3.5395 -0.4629 0.072
C -0.0546 4.0766 0.6227 -0.226
C -0.5863 5.4035 1.2082 0.006
C 0.8432 3.2616 1.4143 -0.238
C 1.0822 3.8214 2.7777 0.008
N 1.4300 2.1891 0.8996 0.011
C 2.4581 1.5601 1.6043 -0.193
C 2.0944 0.6561 2.7112 -0.213
C 0.6985 0.1737 2.9231 -0.055
C 3.0901 0.0869 3.5157 -0.062
C 4.4034 0.4226 3.2810 -0.092
C 4.7520 1.2210 2.2276 -0.071
C 3.8618 1.7424 1.3185 -0.221
C 4.3988 2.6484 0.2714 -0.050
H -4.4918 3.5947 -0.6018 0.111
H -2.9326 3.7577 0.4217 0.085
H -3.2754 2.2540 -0.4849 0.064
H -4.2920 4.1205 -3.0276 0.123
H -3.2185 5.9415 -4.3396 0.098
H -0.7506 6.4375 -3.9852 0.108
H 1.4824 4.3548 -2.0325 0.053
H 1.1165 5.8869 -1.3704 0.086
H 1.3808 5.7664 -3.1587 0.092
H -1.2596 5.8038 0.4386 0.094
H 0.1788 6.1362 1.4102 0.082
H -1.1043 5.2538 2.1511 0.088
H 1.4208 4.8309 2.6438 0.086
H 1.8776 3.2860 3.3069 0.101
H 0.2047 3.9441 3.3507 0.082
H -0.0013 0.7741 2.3396 0.046
H 0.3241 0.3598 3.9636 0.101
H 0.6092 -0.9075 2.6824 0.092
H 2.7800 -0.5402 4.3259 0.110
H 5.1410 0.0492 3.9943 0.110
H 5.7938 1.5441 2.0411 0.124
H 3.6102 3.3913 -0.0661 0.084
H 4.5911 2.1089 -0.7259 0.103
H 5.3762 3.0670 0.6057 0.086
Br -7.6636 -5.7429 0.6585 0.734
C -5.9266 -5.0147 0.3248 -0.696
C -4.9155 -5.1336 1.2085 -0.143
C -3.4818 -4.8775 0.9059 -0.131
C -4.0704 -2.7526 -0.6880 -0.354
C -5.0408 -3.6029 -1.5677 0.018
C -5.8656 -4.5538 -1.0241 -0.180
N -3.3161 -1.9352 -1.6285 0.132
C -3.1581 -0.7087 -1.8063 -0.126
C -2.6559 -0.0732 -2.9977 -0.261
C -3.0902 -0.4359 -4.2793 -0.002
C -2.4829 0.1558 -5.3501 -0.038
C -1.5115 1.1590 -5.1221 -0.029
C -1.2363 1.5622 -3.8384 -0.171
N -1.8417 0.9858 -2.8054 0.003
H -5.1811 -5.5197 2.2149 0.114
H -3.0173 -4.6286 1.8536 0.100
H -5.0896 -3.3357 -2.6484 0.124
H -6.6494 -4.9552 -1.6701 0.079
H -3.2529 -0.0154 -0.9460 0.098
H -3.7534 -1.3037 -4.4085 0.124
H -2.8169 -0.1084 -6.3519 0.117
H -0.9535 1.5726 -5.9335 0.106
H -0.5171 2.3758 -3.5741 0.103
N 2.4958 1.6072 -3.3153 0.004
C 1.9920 1.2040 -2.3267 -0.460
N 0.1846 -1.3737 -2.2095 -0.002
C 0.4995 -1.5474 -3.3617 -0.351
N 0.4004 -1.6823 -4.6675 0.061
C 1.4185 -2.1246 -5.3456 -0.447
N 2.2645 -2.4840 -6.0900 0.064
N 10.2606 -3.5642 4.3339 0.151
C 9.4083 -3.5898 3.5420 -0.195
C 8.2755 -3.6248 2.6712 -0.234
C 8.4191 -3.3207 1.2958 0.005
C 7.2395 -3.0901 0.5933 -0.004
C 5.9780 -3.1282 1.1863 -0.168
C 5.8605 -3.4776 2.5500 -0.010
C 7.0137 -3.6029 3.2833 -0.038
N 4.8197 -2.7687 0.4512 -0.018
C 4.7220 -2.2851 -0.8361 -0.054
C 3.4553 -1.7595 -1.0067 -0.100
N 2.7094 -1.8789 0.2158 0.090
C 3.5382 -2.5508 0.9895 -0.157
H 9.3755 -3.3568 0.8132 0.117
H 7.2666 -2.7653 -0.4480 0.108
H 4.8468 -3.4673 3.0370 0.118
H 6.9449 -3.7498 4.3917 0.140
H 5.5547 -2.3446 -1.4720 0.094
H 3.0464 -1.4300 -1.9563 0.069
H 3.3278 -3.0058 1.9566 0.111
```

The HOMO energy comes out at -7.7 eV. The largest force on an atom comes out at 4.08 eV Å⁻¹. The total energy is -151001.2199 eV. The value obtained for the frontier orbital gap is 0.2181 Eh.